Below is a molecular structure, C19H33Cl2N2O4PdS, with properties calculated with wB97M-V/def2-TZVPD.

Geometry as ORCA input:
```
! RIJCOSX wB97M-V def2-TZVPD def2/J DEFGRID3
* xyz -1 3
O -0.12869 0.98107 -1.82486
C -1.39435 1.40949 -2.08656
C -1.12513 2.04032 -3.52543
C 0.01919 2.82056 -3.66237
H 0.51675 3.19835 -2.78574
C 0.57587 3.10621 -4.90687
H 1.58871 3.55052 -4.97706
C -0.12806 2.70957 -6.05306
H 0.30282 2.89303 -7.02805
C -1.36534 2.05842 -5.94495
H -1.92332 1.80042 -6.84059
C -1.85793 1.69461 -4.68216
H -2.82324 1.18890 -4.58591
H -2.08875 0.56536 -2.27981
C -2.73071 3.18581 -0.83097
C -2.19900 1.82833 -0.83992
H -3.31025 3.47278 0.07123
H -3.26061 3.43690 -1.74903
H -1.78474 3.72717 -0.86237
C -2.17123 0.91234 0.18386
C -2.74734 0.64203 1.50298
H -1.44777 0.14233 -0.03176
H -3.74565 1.08920 1.62458
H -2.03103 1.01654 2.28200
H -2.83163 -0.47574 1.63962
Pd 0.84652 -0.28378 -0.67795
Cl 1.31844 1.57498 0.68072
Cl -0.53730 -1.97195 -1.51649
H 4.29786 -0.24374 -2.03575
H 5.69957 0.81813 -0.04063
C 3.55784 0.08869 -1.28420
C 4.93739 0.53885 0.69560
N 3.94773 -0.32033 0.07510
H 2.55917 -0.30387 -1.60290
C 3.24942 -1.16686 0.86341
O 2.10271 -1.61179 0.60369
H 5.36806 -0.00496 1.53499
H 3.71681 -1.45489 1.82061
H 3.55800 1.18486 -1.35398
H 4.46004 1.46121 1.05259
H -1.12830 -6.14409 2.48792
H -0.16325 -5.66338 0.18276
C -1.75875 -5.25679 2.40312
C -0.86471 -4.82060 0.12421
N -1.13030 -4.32768 1.46309
H -1.85650 -4.76615 3.37370
C -1.08724 -3.02094 1.77262
O -1.42613 -2.59905 2.88145
H -0.43282 -3.98788 -0.43563
H -0.73883 -2.40350 0.92703
H -2.74526 -5.55686 2.02270
H -1.81107 -5.13399 -0.35071
C 0.06649 -0.63969 4.58693
S 0.92844 0.38710 3.41314
C 0.35489 2.00563 4.05118
O 2.38055 0.25160 3.70923
H -0.60432 -0.05593 5.23311
H 0.83276 -1.19427 5.13538
H -0.51307 -1.30308 3.92183
H 1.07134 2.43917 4.74696
H 0.22863 2.63199 3.18388
H -0.59336 1.85929 4.54452
*
```

- Energy relative to the best compared isomer or geometry (same formula, charge and spin): 1.394 eV
- LUMO (alpha / beta): 2.93 / 1.79 eV

***

Below is a molecular structure, C19H33Cl2N2O4SV, with properties calculated with wB97M-V/def2-TZVPD.

Geometry as ORCA input:
```
! RIJCOSX wB97M-V def2-TZVPD def2/J DEFGRID3
* xyz 0 3
O -2.11388 -2.08266 0.67780
C -1.79840 -2.67407 -0.34553
C -0.85252 -3.79304 -0.40322
C 0.05068 -4.02729 0.65983
H 0.24368 -3.22243 1.38163
C 0.58449 -5.30187 0.89138
H 1.20339 -5.51056 1.78039
C 0.24073 -6.33356 -0.03486
H 0.59911 -7.33924 0.12613
C -0.56416 -6.11265 -1.18174
H -0.86627 -6.92437 -1.90064
C -1.03241 -4.80663 -1.39063
H -1.66818 -4.54269 -2.25905
H -2.06284 -2.31227 -1.44759
C -1.11369 -0.55381 -2.84961
C -0.12806 -0.96191 -1.85534
H -0.95564 -1.18295 -3.68633
H -0.92000 0.47441 -3.06352
H -2.09883 -0.64024 -2.45525
C 1.08483 -1.68541 -2.05163
C 1.69464 -1.66307 -3.41450
H 1.28468 -2.63169 -1.54016
H 1.57406 -2.64176 -3.93653
H 2.75426 -1.38848 -3.32100
H 1.23510 -0.88897 -4.01853
V 0.81931 0.22509 -0.83990
Cl 1.92184 -1.20234 0.40396
Cl 1.54636 1.74687 -2.33327
C 2.59312 2.04201 0.76296
O 1.35290 1.86078 0.86541
N 3.17945 3.23387 0.96686
C 2.40896 4.44621 1.20871
C 4.60693 3.38219 0.75884
H 3.25455 1.19757 0.49052
H 1.34140 4.21478 1.22165
H 2.62199 5.19457 0.43450
H 2.71376 4.89361 2.16262
H 5.03979 2.38405 0.59871
H 5.07438 3.84730 1.64086
H 4.82272 4.02173 -0.11035
H -3.27308 4.00968 -0.79701
H -5.08435 2.57234 0.49068
C -3.16350 3.09639 -1.37519
C -4.73469 1.71463 -0.08667
N -3.37982 1.94745 -0.51175
H -2.16319 3.07736 -1.84061
C -2.36440 1.10541 -0.15336
O -1.21606 1.24243 -0.65367
H -4.77988 0.80314 0.52948
H -2.60890 0.30945 0.57532
H -3.92539 3.07991 -2.14529
H -5.36912 1.59905 -0.96733
C 1.28801 0.43137 3.90040
S -0.44961 0.60148 3.41385
C -0.61989 2.39275 3.26132
O -0.57992 0.00325 2.06715
H 1.35472 0.86556 4.89535
H 1.87894 0.95667 3.15586
H 1.48074 -0.63471 3.91551
H 0.12679 2.73089 2.53673
H -1.64237 2.57803 2.92759
H -0.44725 2.77641 4.26805
*
```

- Energy relative to the best compared isomer or geometry (same formula, charge and spin): 2.437 eV
- LUMO (alpha / beta): 0.47 / 0.33 eV

***

Below is a molecular structure, C19H33ClGeO3SbSe4V, with properties calculated with wB97M-V/def2-TZVPD.

Geometry as ORCA input:
```
! RIJCOSX wB97M-V def2-TZVPD def2/J DEFGRID3
* xyz 1 2
V -0.02284 0.25224 -0.17477
C 0.51787 -2.03753 -2.78097
C -0.82578 -2.12146 -2.06742
C -1.22345 -3.56680 -1.79173
C -1.92601 -1.41416 -2.83568
O -0.76633 -1.43038 -0.74597
Ge 0.34033 -2.39519 0.56998
O -0.44881 -1.28598 1.71779
C -0.52209 -1.56535 3.16078
C -1.92931 -2.05185 3.45873
C 0.49756 -2.64010 3.51919
C -0.18083 -0.27369 3.88285
O 1.60286 0.00835 0.46765
C 3.05768 0.14464 0.45993
C 3.42865 0.51625 1.88542
C 3.43999 1.22699 -0.52798
C 3.63485 -1.20210 0.05876
H 0.60197 -2.85890 -3.49374
H 0.63840 -1.10329 -3.32523
H 1.34953 -2.13216 -2.07796
H -1.50549 -4.04847 -2.72753
H -0.40154 -4.15327 -1.37363
H -2.08219 -3.60838 -1.11899
H -2.00585 -1.85192 -3.83186
H -2.88465 -1.51759 -2.32682
H -1.69452 -0.35591 -2.95608
H -2.12849 -2.99444 2.94555
H -2.04324 -2.21780 4.53075
H -2.67109 -1.32667 3.13639
H 0.26815 -3.59903 3.04395
H 1.51120 -2.33356 3.24535
H 0.48713 -2.81484 4.59502
H -0.86237 0.52733 3.60557
H -0.25687 -0.42019 4.96065
H 0.83752 0.03976 3.64846
H 2.98506 1.47255 2.16262
H 3.08874 -0.24853 2.58548
H 4.51203 0.60196 1.97363
H 2.94010 2.16902 -0.30164
H 4.51687 1.39336 -0.46993
H 3.20008 0.94670 -1.55343
H 3.38877 -1.97556 0.78959
H 3.27185 -1.50262 -0.92500
H 4.72145 -1.13099 0.00591
Cl -6.54385 -0.18770 -0.22541
C -4.96491 0.44397 0.08188
C -4.28009 1.10165 -0.92720
C -3.00559 1.58241 -0.67965
C -2.39010 1.41276 0.56718
C -0.98933 1.84662 0.80965
C -3.12832 0.78089 1.57265
C -4.40379 0.30150 1.34344
H -4.74363 1.23831 -1.89443
H -2.49042 2.12116 -1.46377
H -0.67752 1.71595 1.84546
H -0.76344 2.84761 0.46809
H -2.70704 0.69554 2.56406
H -4.97224 -0.17310 2.13188
Se -0.44286 4.80819 -3.88138
Sb 1.14725 2.98056 -4.34790
Se 0.42272 1.08151 -5.44131
Se 3.17028 3.71438 -3.52309
Se 0.24129 1.50363 -1.89010
*
```

- LUMO (alpha / beta): -4.32 / -5.18 eV

***

Below is a gas-phase ion, C19H33FN3O4 (charge +1), with properties calculated with wB97M-V/def2-TZVPD.

Geometry as ORCA input:
```
! RIJCOSX wB97M-V def2-TZVPD def2/J DEFGRID3
* xyz 1 1
C 4.74657 -1.14357 3.01533
C 4.76402 -1.00460 1.39517
O 4.66116 0.37029 0.96520
C 4.94134 0.50632 -0.45401
C 3.62073 0.50225 -1.35993
O 2.91149 1.77496 -1.33603
C 1.75136 1.63939 -2.21953
C 0.79273 2.94588 -2.08809
O -0.60901 2.63912 -2.26315
C -1.37269 2.84340 -1.06111
C -1.61311 1.37618 -0.40529
C -2.95603 0.60301 -0.67919
C -2.97810 -0.78231 -0.00806
C -4.25751 -1.74677 -0.15307
C -4.53541 -2.23674 -1.64907
C -6.14169 -2.44832 -1.76793
F -3.97516 -3.56536 -1.84651
C -1.78620 -1.29918 0.82243
O -1.78164 -2.58800 1.40808
C -1.40498 -3.61135 0.43166
C -0.39214 -3.11537 -0.70338
N -0.66594 -0.47749 1.01323
N -0.67265 0.70476 0.42803
N 0.49733 1.46445 0.67474
C 0.32615 2.26093 1.71523
C 1.29582 3.55194 1.79378
C -0.71116 2.05899 2.90866
H 5.53369 -1.91351 3.36212
H 3.73281 -1.53305 3.39630
H 5.02578 -0.16272 3.53434
H 3.82054 -1.55593 1.01888
H 5.71630 -1.53785 1.05366
H 5.63757 1.39421 -0.67050
H 5.54577 -0.42801 -0.77095
H 3.92623 0.22401 -2.43470
H 2.94543 -0.33224 -0.94559
H 1.20845 0.69045 -1.85435
H 2.10153 1.55668 -3.30914
H 1.06295 3.41833 -1.08813
H 1.17912 3.67447 -2.89527
H -2.41710 3.19374 -1.40368
H -0.92550 3.58841 -0.32795
H -3.80403 1.04335 -1.30162
H -5.16557 -1.18675 0.27462
H -4.11588 -2.66487 0.53103
H -4.18540 -1.49837 -2.44020
H -6.61328 -2.67556 -0.74012
H -6.41152 -3.33057 -2.44195
H -6.65933 -1.52500 -2.21607
H -2.28744 -4.10663 -0.09305
H -0.85886 -4.45144 1.00334
H 0.45269 -2.49937 -0.21154
H -0.87502 -2.44408 -1.50276
H 0.13827 -3.96417 -1.25967
H 1.21584 4.21769 0.87306
H 1.00850 4.19768 2.70149
H 2.39628 3.23174 1.87384
H -0.62144 2.97974 3.59614
H -0.36033 1.17073 3.53046
H -1.80234 2.00608 2.58081
*
```

- Energy relative to the best compared isomer or geometry (same formula, charge and spin): 7.191 eV
- SMILES: CCOCCOCCOCc1cc(C[C@H](C)F)c(OCC)n[n+]1N=C(C)C
- LUMO: -4.37 eV

***

Respective E_tot values: -2600.63631 -3416.75458 -14296.38044 -1308.29358 Ha.